Entry 1:
Density functional theory data (the ωB97M-V functional and the def2-TZVPD basis) for a molecular structure, C10H20BaF8N2O12S4.

Kohn-Sham gap: 10.31 eV
energy: -104018.1692 eV
HOMO energy: -10.560 eV

Last column: Löwdin charge in e.
Cartesian coordinates (Å):
Ba (0.34477, -0.53738, 0.34149)  2.049
C (-0.90912, 1.96037, -3.45013)  -0.650
F (-1.65969, 2.90633, -4.02611)  0.149
F (-0.64979, 1.00086, -4.32254)  0.149
F (0.23382, 2.49536, -3.01098)  0.134
S (-1.85608, 1.33485, -1.96899)  0.598
O (-1.38663, 2.04997, -0.82469)  -0.294
O (-3.22617, 1.45211, -2.23054)  -0.223
N (-1.20414, -0.22300, -1.81813)  -0.465
S (-2.27874, -1.19769, -2.50442)  0.551
O (-3.42067, -1.43624, -1.66642)  -0.269
O (-2.51006, -0.95202, -3.89519)  -0.254
C (-1.43998, -2.82194, -2.44404)  -0.656
F (-2.27968, -3.74360, -2.86946)  0.174
F (-0.32611, -2.86489, -3.19905)  0.120
F (-1.06886, -3.11395, -1.16569)  0.070
N (1.72766, -0.19421, 2.43892)  -0.527
S (2.84486, 0.91790, 2.85775)  0.471
O (3.90893, 0.50877, 3.67234)  -0.217
O (2.43076, 2.26666, 2.87072)  -0.243
F (3.59238, 0.85584, 1.39870)  -0.221
S (1.12897, -0.45470, 3.98934)  0.473
O (0.67827, 0.71461, 4.64125)  -0.240
O (1.85525, -1.43696, 4.68066)  -0.217
F (-0.24016, -1.11557, 3.56751)  -0.184
C (-1.12601, 2.33880, 2.26011)  -0.098
O (-1.50474, 1.12223, 1.67280)  -0.355
C (-2.58804, 0.52231, 2.41806)  -0.167
C (-3.02194, -0.70289, 1.67022)  -0.195
O (-1.94641, -1.61071, 1.62598)  -0.354
C (-2.23815, -2.95522, 2.02866)  -0.058
H (-0.25676, 2.71971, 1.72466)  0.074
H (-0.78112, 2.18386, 3.28954)  0.089
H (-1.94841, 3.05469, 2.23486)  0.105
H (-3.37721, 1.26394, 2.56803)  0.140
H (-2.17712, 0.26562, 3.40238)  0.126
H (-3.30072, -0.39610, 0.65645)  0.122
H (-3.91664, -1.09106, 2.16711)  0.143
H (-2.17104, -3.04210, 3.11195)  0.096
H (-1.50788, -3.60394, 1.54700)  0.086
H (-3.21784, -3.25302, 1.65254)  0.102
C (2.03248, 2.88791, -0.49136)  -0.075
O (1.97475, 1.51627, -0.84833)  -0.331
C (2.98838, 1.11469, -1.74313)  -0.202
C (2.63905, -0.19521, -2.35845)  -0.205
O (2.42005, -1.17392, -1.35653)  -0.352
C (2.57718, -2.52948, -1.77189)  -0.075
H (2.96414, 3.12101, 0.02491)  0.100
H (1.18116, 3.08681, 0.15313)  0.077
H (1.91457, 3.51238, -1.38353)  0.095
H (3.93541, 1.00164, -1.19809)  0.140
H (3.13650, 1.86439, -2.52799)  0.142
H (3.43266, -0.47539, -3.07107)  0.143
H (1.75861, -0.21183, -3.02329)  0.131
H (2.31450, -3.15792, -0.91598)  0.093
H (3.62090, -2.75630, -1.99677)  0.103
H (1.89989, -2.79265, -2.58428)  0.082


Entry 2:
Density functional theory data (the ωB97M-V functional and the def2-TZVPD basis) for 10 unconnected molecules or ions with the total composition C19H46NO11S.

Kohn-Sham gap: 6.40 eV
energy: -55278.8836 eV
HOMO energy: -11.458 eV
net charge: +1

Last column: Löwdin charge in e.
Cartesian coordinates (Å):
O (5.86213, 0.95436, 0.79159)  -0.406
S (4.67293, 0.30979, 0.08390)  0.774
O (5.22082, -0.42747, -1.11383)  -0.381
C (3.84291, -0.77083, 1.33361)  -0.208
C (2.24159, -0.69509, 1.33641)  -0.137
C (1.51641, -1.54302, 2.47492)  0.057
C (-0.03070, -1.49453, 2.53312)  0.009
C (-0.90496, -0.64808, 1.54499)  -0.102
C (-2.46422, -0.55279, 1.55393)  0.034
C (-3.13410, 0.39037, 0.50201)  0.016
N (-2.37413, 1.16360, -0.49422)  0.070
C (-0.94028, 1.06987, -0.56391)  0.078
C (-0.14045, 0.17726, 0.44818)  -0.069
C (1.42749, 0.14192, 0.32439)  0.029
H (3.89561, 1.36082, -0.39294)  0.087
H (4.18309, -0.38564, 2.37302)  0.085
H (4.21922, -1.86582, 1.29126)  0.152
H (2.17257, -2.13586, 3.20907)  0.131
H (-0.57929, -2.08119, 3.34620)  0.119
H (-3.05181, -1.16136, 2.32078)  0.133
H (-4.28056, 0.48154, 0.51474)  0.140
H (-2.86267, 1.79475, -1.16824)  0.132
H (-0.31126, 1.64834, -1.34089)  0.158
H (1.88791, 0.74598, -0.52320)  0.086
C (-3.91513, -3.10427, -1.47594)  -0.143
O (-4.57767, -2.92003, -0.23274)  -0.138
H (-4.54257, -3.71905, -2.12143)  0.083
H (-3.74796, -2.13429, -1.95185)  0.072
H (-2.95994, -3.60941, -1.31314)  0.081
H (-4.00006, -2.37385, 0.31786)  0.030
C (2.84616, -0.34130, -4.24168)  -0.152
O (3.13321, 0.93162, -3.67464)  -0.144
H (2.05077, -0.22750, -4.97965)  0.080
H (3.73978, -0.73454, -4.73010)  0.051
H (2.51607, -1.02717, -3.45628)  0.073
H (3.83964, 0.80138, -3.02639)  0.039
C (-8.25127, -4.37653, -1.07103)  -0.144
O (-7.96819, -3.10596, -0.50348)  -0.147
H (-9.04509, -4.26318, -1.80986)  0.083
H (-7.35599, -4.76950, -1.55974)  0.072
H (-8.58138, -5.06440, -0.28891)  0.079
H (-7.26415, -3.23386, 0.14636)  0.067
C (6.38945, -1.43859, -6.28318)  -0.143
O (5.72832, -1.25034, -5.03965)  -0.149
H (5.75797, -2.04980, -6.92861)  0.082
H (6.56230, -0.47014, -6.75890)  0.080
H (7.34148, -1.94940, -6.12064)  0.078
H (6.30761, -0.70752, -4.48857)  0.086
C (-2.46486, 1.47825, 4.57025)  -0.143
O (-1.34971, 0.67511, 4.20788)  -0.151
H (-3.20218, 0.85103, 5.07219)  0.085
H (-2.14293, 2.27081, 5.24942)  0.084
H (-2.91223, 1.91453, 3.67285)  0.069
H (-0.71360, 1.25364, 3.76668)  0.081
C (-4.92483, 3.99425, -0.76782)  -0.132
O (-4.64185, 2.91605, -1.65180)  -0.153
H (-4.11671, 4.72360, -0.83163)  0.084
H (-5.86401, 4.46973, -1.05728)  0.088
H (-4.99558, 3.62191, 0.25727)  0.077
H (-5.37043, 2.28771, -1.57640)  0.043
C (9.06927, 2.85640, 1.74744)  -0.168
O (9.35944, 1.79087, 0.85800)  -0.127
H (9.86386, 3.60005, 1.68023)  0.080
H (8.11791, 3.31792, 1.46957)  0.070
H (9.01570, 2.47642, 2.77122)  0.072
H (8.64070, 1.14979, 0.93916)  0.058
C (5.19684, 1.45581, 5.06866)  -0.130
O (4.65229, 0.70443, 3.99121)  -0.165
H (4.73231, 1.12571, 5.99802)  0.084
H (6.27493, 1.28997, 5.12499)  0.084
H (4.98955, 2.51775, 4.91857)  0.082
H (5.08000, 1.01572, 3.17885)  0.043
C (-7.80879, -0.16011, -1.05436)  -0.153
O (-7.29778, 1.15374, -1.23124)  -0.147
H (-7.64711, -0.46237, -0.01986)  0.076
H (-8.87851, -0.17478, -1.27257)  0.089
H (-7.28264, -0.84909, -1.71770)  0.074
H (-7.45063, 1.39582, -2.15457)  0.086


Entry 3:
Density functional theory data (the ωB97M-V functional and the def2-TZVPD basis) for 18 unconnected molecules or ions with the total composition CH35O20.

Kohn-Sham gap: 9.14 eV
energy: -42558.7761 eV
HOMO energy: -6.803 eV
net charge: -1

Last column: natural (NBO) charge in e.
Cartesian coordinates (Å):
C (-3.71316, -3.66545, 15.70251)  0.995
O (-2.59788, -3.41925, 16.13835)  -0.842
O (-3.92197, -4.10662, 14.47950)  -0.755
O (-4.60981, -3.55040, 16.47965)  -0.816
H (-3.13975, -4.06648, 13.87189)  0.531
O (-2.88119, -4.60142, 18.48154)  -1.004
H (-3.25882, -4.17849, 17.66202)  0.515
H (-2.82366, -3.88428, 19.14761)  0.485
O (-2.66077, -7.00199, 13.56206)  -0.966
H (-2.78928, -7.94925, 13.37114)  0.470
H (-3.11459, -6.44958, 12.91877)  0.493
O (-6.13638, -3.35169, 12.23862)  -0.963
H (-6.96869, -3.77359, 12.29364)  0.470
H (-6.01178, -2.92379, 13.12413)  0.523
O (-0.17484, -3.84773, 17.96983)  -0.965
H (0.07665, -3.94494, 18.85575)  0.461
H (-1.08293, -4.05742, 17.86653)  0.499
O (-2.47648, -1.00913, 14.84899)  -0.950
H (-2.82634, -1.41617, 15.62148)  0.505
H (-1.58215, -1.31740, 14.80993)  0.473
O (-4.20329, -7.18289, 16.31706)  -0.981
H (-4.51483, -6.60131, 16.98799)  0.479
H (-4.17281, -6.74144, 15.46936)  0.482
O (-0.37161, -4.37110, 15.20330)  -0.970
H (-0.49687, -3.90612, 14.37049)  0.449
H (-1.01832, -3.88494, 15.79154)  0.485
O (-5.65294, -1.20693, 16.92910)  -1.014
H (-6.38435, -0.87120, 16.41569)  0.479
H (-5.12913, -1.97170, 16.53959)  0.508
O (-5.41643, -5.38188, 18.18820)  -1.004
H (-5.36182, -4.65765, 17.57569)  0.490
H (-4.55548, -5.45059, 18.64419)  0.496
O (-6.05292, -5.83930, 14.40625)  -0.956
H (-6.88755, -5.43117, 14.65687)  0.455
H (-5.39247, -5.13277, 14.40954)  0.482
O (-4.60287, -5.47741, 11.86417)  -0.989
H (-5.04143, -4.66870, 12.18384)  0.502
H (-4.64169, -5.33674, 10.93577)  0.456
O (-1.77549, -3.59084, 12.96032)  -0.921
H (-1.73526, -2.68249, 13.07561)  0.472
H (-2.15457, -3.69298, 12.08608)  0.495
O (-0.98720, -1.22094, 17.80292)  -0.957
H (-0.68498, -1.40017, 18.72359)  0.471
H (-0.99882, -2.08726, 17.43130)  0.497
O (-4.17660, -1.09974, 12.76766)  -0.972
H (-3.40168, -1.27768, 13.37380)  0.485
H (-3.89878, -0.25197, 12.39184)  0.457
O (-3.45318, -1.75708, 19.01827)  -0.984
H (-3.95410, -0.96815, 18.99713)  0.481
H (-2.70156, -1.65027, 18.45899)  0.483
O (-7.78804, -2.92244, 17.74316)  -0.991
H (-6.86465, -2.68332, 17.52283)  0.498
H (-7.69461, -3.46853, 18.54713)  0.477
O (-6.91285, -2.69676, 14.95880)  -1.012
H (-6.52121, -3.47316, 15.40964)  0.509
H (-7.88136, -2.48530, 15.18085)  0.500


Entry 4:
Density functional theory data (the ωB97M-V functional and the def2-TZVPD basis) for C3H4N2O2 in the gas phase.

Kohn-Sham gap: 9.72 eV
energy: -10246.9092 eV
HOMO energy: -9.226 eV

Last column: natural (NBO) charge in e.
Cartesian coordinates (Å):
C (1.34771, -0.35358, -0.53435)  -0.402
N (0.07625, 0.08742, -0.01432)  -0.324
N (-0.61443, 1.21809, -0.85642)  -0.395
C (-1.51222, 0.41253, -0.42589)  0.443
O (-1.70378, 0.29213, 1.07143)  -0.530
C (-0.40587, 0.05552, 1.31185)  0.882
O (0.17098, -0.22449, 2.31983)  -0.550
H (1.20690, -0.92351, -1.45566)  0.219
H (1.98930, 0.50983, -0.72907)  0.215
H (1.79526, -0.98973, 0.23350)  0.238
H (-2.35008, -0.08421, -0.92089)  0.204


Entry 5:
Density functional theory data (the ωB97M-V functional and the def2-TZVPD basis) for 8 unconnected molecules or ions with the total composition C6H25NO7.

Kohn-Sham gap: 8.32 eV
energy: -22446.2452 eV
structure (SMILES): C/C=C(N)/C=C/C.O.O.O.O.O.O.O
HOMO energy: -7.919 eV

Last column: natural (NBO) charge in e.
Cartesian coordinates (Å):
C (-2.89587, -0.69657, 0.21650)  -0.665
N (-0.37142, -2.12796, 1.49518)  -0.882
C (-0.36759, -0.87780, 0.88794)  0.186
C (-1.36917, -0.22946, 0.17773)  -0.340
C (3.45528, -0.33120, 0.96861)  -0.639
C (2.02786, -0.88306, 0.97651)  -0.188
C (0.90274, -0.15647, 1.07234)  -0.259
H (-3.36984, -0.95451, -0.67748)  0.193
H (-3.69998, -0.13566, 0.69262)  0.227
H (-2.89356, -1.63124, 0.80790)  0.207
H (-0.13665, -1.99203, 2.53071)  0.424
H (-0.95888, -2.93855, 1.29069)  0.396
H (-1.30654, 0.75528, -0.18488)  0.193
H (3.34238, 0.40615, 0.08001)  0.228
H (4.11256, -1.05493, 0.70148)  0.210
H (3.62221, 0.10650, 2.06945)  0.206
H (1.95972, -1.94619, 0.84170)  0.205
H (0.56406, 0.98886, 1.06093)  0.266
H (0.48557, 1.43445, -3.19781)  0.482
H (1.37533, 2.13549, -2.25466)  0.447
O (0.53499, 2.15228, -2.46831)  -0.966
H (-1.05549, 2.94213, 2.23354)  0.481
H (0.17491, 3.60626, 2.21787)  0.465
O (-0.12932, 2.75848, 2.33234)  -0.940
H (-2.03880, -0.64716, -2.22296)  0.491
H (-0.94691, 0.27684, -3.02964)  0.494
O (-1.44930, -0.68257, -3.04878)  -0.985
H (-0.01286, -2.23856, -2.41473)  0.510
H (1.14770, -2.39105, -1.14804)  0.492
O (0.93139, -2.29209, -2.11891)  -1.008
H (-2.43831, 1.88953, 0.89458)  0.483
H (-3.00781, 3.16130, 0.22584)  0.472
O (-3.07532, 2.66133, 1.00209)  -0.952
H (1.95297, -0.00872, -3.95072)  0.485
H (0.64678, -0.67383, -4.31530)  0.502
O (1.06604, 0.14996, -4.10803)  -0.945
H (0.47388, 0.29853, 3.41842)  0.479
H (1.82650, -0.35216, 3.31541)  0.477
O (0.92073, -0.48155, 3.62987)  -0.937


Entry 6:
Density functional theory data (the ωB97M-V functional and the def2-TZVPD basis) for a molecular structure, C3H4LiO4Tl.

Kohn-Sham gap: 10.12 eV
energy: -16244.5650 eV
HOMO energy: -20.526 eV
net charge: +2

Last column: Löwdin charge in e.
Cartesian coordinates (Å):
H (1.93019, 1.44640, 1.57652)  0.137
C (1.44581, 0.65726, 0.98658)  -0.246
C (2.43449, -0.11403, 0.20731)  -0.111
O (1.73656, 0.92973, -0.45849)  -0.170
H (3.50407, 0.08189, 0.32762)  0.159
H (2.19518, -1.12376, -0.14309)  0.139
O (-1.13034, -0.06942, -0.79071)  -0.128
C (-2.31510, -0.19630, -0.36219)  -0.688
O (-3.24221, -0.61335, -1.18782)  0.254
Li (0.31610, 0.69140, -1.67629)  0.816
H (-3.88297, -1.12196, -0.59332)  0.218
Tl (-0.52238, -0.03520, 1.25844)  1.611
O (-2.46941, -0.53268, 0.85543)  0.009